Formula: C19H40N3O3Si2
Source: OMol25
Level of theory: wB97M-V/def2-TZVPD

Each line ends with the Löwdin charge.
Element x y z (Å)
C (3.00, -4.95, -2.91)  -0.158
C (2.55, -5.05, -1.33)  -0.218
C (0.88, -5.01, -1.28)  -0.214
O (0.40, -3.74, -1.83)  -0.231
C (-0.99, -3.45, -1.41)  -0.164
C (-1.75, -2.30, -2.31)  -0.186
C (-2.56, -2.99, -3.59)  -0.107
N (-3.37, -3.56, -4.46)  0.078
C (-0.79, -1.08, -2.83)  -0.187
C (-1.31, -0.67, -4.36)  -0.103
N (-1.62, -0.50, -5.62)  0.088
C (-1.01, 0.19, -1.81)  -0.181
O (-0.45, 1.47, -2.26)  -0.197
C (0.92, 1.36, -2.77)  -0.161
C (2.02, 0.75, -1.72)  -0.146
O (2.77, -0.31, -2.47)  -0.255
C (4.21, -0.24, -2.14)  -0.247
C (4.99, -1.45, -2.98)  -0.101
H (4.14, -5.23, -3.07)  0.083
H (2.29, -5.68, -3.53)  0.087
H (2.82, -3.86, -3.31)  0.071
H (2.95, -6.07, -0.90)  0.110
H (3.04, -4.19, -0.66)  0.120
H (0.49, -5.21, -0.17)  0.137
H (0.53, -5.86, -2.03)  0.133
H (-1.04, -3.24, -0.24)  0.153
H (-1.59, -4.46, -1.57)  0.140
H (-2.57, -1.80, -1.61)  0.158
H (0.34, -1.37, -2.93)  0.146
H (-2.19, 0.34, -1.73)  0.154
H (-0.60, 0.01, -0.71)  0.132
H (1.00, 0.81, -3.83)  0.137
H (1.27, 2.47, -3.00)  0.146
H (1.57, 0.22, -0.78)  0.131
H (2.77, 1.57, -1.31)  0.139
H (4.30, -0.50, -1.00)  0.129
H (4.70, 0.78, -2.46)  0.129
H (4.46, -2.49, -2.89)  0.047
H (5.06, -1.17, -4.14)  0.090
H (6.09, -1.56, -2.57)  0.079
C (-0.03, 3.83, 6.09)  -0.218
Si (-1.18, 3.72, 4.59)  0.206
C (-0.61, 5.05, 3.39)  -0.213
C (-2.90, 4.14, 5.20)  -0.213
N (-1.08, 2.11, 3.91)  -0.265
Si (-2.02, 1.69, 2.50)  0.205
C (-1.59, 2.71, 0.99)  -0.201
C (-3.87, 1.81, 2.80)  -0.209
C (-1.67, -0.11, 2.04)  -0.220
H (-0.09, 4.83, 6.52)  0.004
H (-0.33, 3.11, 6.86)  0.011
H (1.00, 3.64, 5.80)  0.011
H (-0.49, 6.00, 3.91)  0.009
H (-1.34, 5.21, 2.59)  0.000
H (0.35, 4.79, 2.94)  0.021
H (-3.30, 3.34, 5.83)  0.022
H (-3.59, 4.31, 4.37)  0.000
H (-2.87, 5.06, 5.79)  0.009
H (-1.95, 3.74, 1.08)  0.007
H (-2.05, 2.28, 0.10)  0.000
H (-0.50, 2.73, 0.84)  0.025
H (-4.15, 1.29, 3.72)  0.023
H (-4.42, 1.34, 1.97)  0.007
H (-4.21, 2.84, 2.87)  0.001
H (-1.94, -0.78, 2.87)  0.016
H (-0.61, -0.26, 1.81)  0.007
H (-2.26, -0.40, 1.16)  -0.008

Results
- Highest occupied orbital energy: -3.37 eV
- Lowest unoccupied orbital energy: 0.0807 Ha
- DFT total energy: -1716.690069 Eh
- Net charge: -1
- Largest force on an atom: 0.24522 hartree/bohr